[1]
Density functional theory data (wB97M-V/def2-TZVPD) for 2 unconnected molecules or ions with the total composition C9H14O.

Kohn-Sham gap ... 9.2751 eV
HOMO energy ... -0.3076 hartree
Energy above the lowest of the compared OMol25 structures with the same formula, charge and spin ... 1.7 kcal/mol
Lowest unoccupied orbital energy ... 0.91 eV
E ... -426.570121 Ha

```
24
Properties=species:S:1:pos:R:3:forces:R:3:nbo_charge:R:1
C 0.103 -2.038 1.635 0.34 0.03 -0.01 -0.622
C 0.857 -0.742 1.454 -0.33 -0.17 -0.06 -0.055
C 0.401 0.236 0.576 0.23 0.23 0.18 -0.178
C 1.082 1.438 0.428 -0.22 -0.07 -0.25 -0.270
C 2.236 1.678 1.153 0.07 -0.10 0.10 0.299
O 2.879 2.870 0.968 -0.01 0.06 -0.01 -0.668
C 2.705 0.708 2.032 -0.08 0.09 -0.04 -0.288
C 2.015 -0.485 2.175 0.15 0.09 0.00 -0.188
H 0.800 -2.880 1.628 -0.10 -0.01 -0.02 0.214
H -0.619 -2.185 0.835 -0.06 -0.02 0.00 0.214
H -0.422 -2.062 2.590 -0.08 0.02 0.02 0.217
H -0.506 0.087 0.005 0.03 -0.13 0.01 0.210
H 0.713 2.177 -0.272 0.09 0.07 0.08 0.222
H 3.632 2.924 1.565 -0.02 -0.02 -0.03 0.477
H 3.604 0.897 2.607 0.04 -0.04 0.01 0.205
H 2.403 -1.230 2.859 -0.04 -0.04 0.03 0.209
C -2.121 -0.266 -2.325 -0.21 0.22 -0.25 -0.607
C -3.336 -0.092 -3.238 0.02 -0.15 0.12 -0.603
H -1.191 -0.090 -2.868 0.01 -0.06 0.05 0.205
H -2.184 0.465 -1.520 0.13 -0.02 0.10 0.198
H -2.084 -1.263 -1.890 0.01 -0.04 0.05 0.202
H -4.255 -0.132 -2.653 -0.04 0.06 -0.03 0.201
H -3.408 -0.881 -3.987 0.10 0.02 -0.06 0.202
H -3.302 0.867 -3.756 -0.04 -0.01 0.00 0.203
```
Forces are in eV/Å.

***

[2]
Density functional theory data (wB97M-V/def2-TZVPD) for 2 unconnected molecules or ions with the total composition C16H12ClNO4PS.

Net charge ... -1
Kohn-Sham gap ... 5.7851 eV
HOMO energy ... -0.1574 hartree
Lowest unoccupied orbital energy ... 1.50 eV
E ... -2172.508590 Ha

```
36
Properties=species:S:1:pos:R:3:forces:R:3:nbo_charge:R:1
N 0.582 3.656 1.821 -0.34 -0.03 -0.40 -0.639
C 0.543 3.369 0.585 0.51 -0.11 0.04 0.198
C 1.388 2.296 -0.064 0.19 -0.75 -0.71 -0.582
C 0.545 1.660 -1.177 0.87 0.45 1.43 0.052
C 0.705 2.093 -2.491 -0.20 -0.12 0.29 -0.192
C -0.074 1.511 -3.466 0.04 0.29 -1.12 -0.191
C -1.002 0.524 -3.184 -0.42 -0.17 -0.44 -0.197
C -1.153 0.097 -1.890 -0.25 -0.66 0.90 -0.141
C -0.376 0.666 -0.868 -0.29 -0.49 -0.11 -0.093
C -0.597 0.111 0.523 0.05 0.17 -0.15 0.545
O -0.694 0.783 1.523 0.07 -0.45 -0.64 -0.480
C -0.746 -1.416 0.550 0.37 1.33 0.17 -0.091
C -1.522 -1.959 -0.459 -0.39 0.57 -0.64 -0.064
C -1.732 -3.317 -0.510 -0.32 -0.64 -0.07 -0.161
C -1.135 -4.127 0.444 -0.39 -0.34 -0.59 -0.218
C -0.345 -3.581 1.424 0.68 -0.37 0.96 -0.160
C -0.136 -2.210 1.518 -0.37 0.56 0.05 -0.425
P 0.935 -1.551 2.848 0.92 -1.11 0.98 1.843
O 2.167 -0.801 2.090 -1.25 0.13 -0.06 -0.965
O 0.160 -0.481 3.750 0.66 0.03 -0.81 -0.955
S 1.655 -2.944 3.983 -0.19 -0.20 -0.17 -0.649
C -2.104 -1.005 -1.493 -0.10 0.19 -0.05 0.555
O -3.236 -1.113 -1.921 0.76 -0.24 0.02 -0.519
H -0.112 4.393 1.961 0.22 0.01 0.30 0.319
H -0.156 3.878 -0.100 0.29 -0.06 0.07 0.140
H 2.358 2.732 -0.524 -1.68 -0.41 0.83 0.325
H 1.692 1.526 0.661 -0.26 0.31 0.06 0.212
H 1.425 2.883 -2.698 -0.07 -0.15 0.04 0.265
H 0.031 1.823 -4.505 0.05 0.00 0.22 0.209
H -1.598 0.072 -3.973 0.06 0.12 0.12 0.219
H -2.349 -3.781 -1.277 0.05 0.33 0.05 0.226
H -1.306 -5.199 0.380 0.17 0.15 0.18 0.218
H 0.150 -4.219 2.154 -0.14 0.12 -0.10 0.254
H 2.235 -1.174 1.200 0.25 0.24 0.00 0.509
H 0.749 0.272 3.924 -0.35 0.17 -0.05 0.526
Cl 3.055 4.537 -0.739 0.79 1.17 -0.60 -0.893
```
Forces are in eV/Å.

***

Q: HOMO energy of number 2 (C16H12ClNO4PS)?
A: -0.1574 hartree